No. 1
The following is a quantum chemistry calculation of a structure of composition C11H23N2O5P2Tb at a distorted geometry, from the OMol25 dataset.

- highest occupied orbital energy (alpha / beta) (eV) = -16.082 / -16.082
- frontier orbital gap (alpha / beta) (Eh) = 0.3167 / 0.3223
- multiplicity = 7
- net charge = +2

Geometry as XYZ:
```
44
Properties=species:S:1:pos:R:3:mulliken_spin:R:1
Tb 0.07 0.48 1.62 5.995
P -2.53 0.28 0.64 -0.010
C -2.23 1.03 -1.02 0.001
C -0.88 1.46 -1.47 -0.003
N 0.24 1.24 -0.54 0.021
C 1.52 1.48 -1.09 0.007
C 1.61 2.04 -2.24 -0.005
C 0.63 2.37 -3.12 -0.001
C -0.58 1.96 -2.59 0.000
C 2.71 1.04 -0.20 -0.001
P 2.56 -0.62 0.68 -0.012
H -1.61 2.19 -3.33 0.000
H 2.81 2.34 -2.59 0.000
H 0.76 2.85 -4.06 0.000
H 3.58 0.93 -0.85 0.000
H 2.93 1.81 0.55 0.001
H -2.61 0.39 -1.68 0.000
H -2.87 1.98 -1.06 0.000
H -1.98 -3.86 -3.28 0.000
O -1.06 -4.13 -3.14 0.000
H -0.51 -3.27 -3.31 0.000
H -1.16 -4.37 1.46 -0.001
O -0.89 -3.30 1.62 0.003
H -0.31 -4.25 1.20 0.000
C 3.02 -1.76 -0.68 -0.003
H 3.71 -1.29 -1.39 -0.001
H 3.48 -2.67 -0.27 0.000
H 2.10 -2.06 -1.21 -0.001
C 4.11 -0.57 1.64 -0.002
H 4.14 -1.46 2.29 0.000
H 5.01 -0.57 1.00 -0.001
H 4.13 0.32 2.29 -0.001
C -3.40 1.67 1.46 0.000
H -4.49 1.55 1.32 0.000
H -3.18 1.68 2.53 0.000
H -3.09 2.63 1.02 0.000
C -3.93 -0.83 0.30 -0.004
H -3.94 -1.63 1.07 -0.001
H -4.89 -0.28 0.36 -0.001
H -3.83 -1.29 -0.69 0.001
O 0.15 1.34 5.48 -0.003
N 0.21 1.15 4.28 -0.008
O 1.05 0.26 3.66 0.011
O -0.57 1.74 3.33 0.017
```

No. 2
The following is a quantum chemistry calculation of a structure of composition C32H26BrN5O2Sn at a distorted geometry, from the OMol25 dataset.

- highest occupied orbital energy (alpha / beta) (eV) = -11.698 / -11.699
- frontier orbital gap (alpha / beta) (Eh) = 0.1248 / 0.1249
- net charge = +2

Geometry as XYZ:
```
67
Properties=species:S:1:pos:R:3:nbo_charge:R:1
Sn 0.37 -0.09 0.00 1.980
O -2.30 -0.98 4.71 -0.714
C -2.93 0.21 4.65 0.398
C -3.90 0.53 5.61 -0.282
C -4.44 1.79 5.56 -0.140
C -4.03 2.71 4.57 -0.265
C -3.14 2.35 3.58 -0.156
C -2.50 1.13 3.69 -0.289
C -1.29 0.89 2.84 0.624
O -0.88 -0.39 2.87 -0.739
N -0.82 1.86 2.13 -0.413
N 0.31 1.59 1.50 -0.309
C 1.41 2.34 1.60 0.062
C 2.59 1.90 0.96 0.131
C 3.86 2.58 1.10 -0.168
C 5.05 1.89 0.76 -0.106
C 4.96 0.56 0.34 -0.216
C 3.72 0.02 0.00 0.077
N 2.56 0.68 0.29 -0.565
H -1.53 -0.89 3.67 0.501
H -4.08 -0.23 6.37 0.247
H -5.25 2.07 6.28 0.233
H -4.58 3.68 4.44 0.224
H -2.95 3.07 2.80 0.217
H 1.27 3.33 2.04 0.262
H 3.94 3.62 1.44 0.263
H 6.00 2.38 0.89 0.262
H 5.84 -0.08 0.39 0.261
H 3.72 -0.86 -0.64 0.240
Br 3.30 0.31 -7.03 0.184
C 1.99 0.17 -5.69 -0.041
C 2.40 -0.58 -4.54 -0.200
C 1.79 -0.36 -3.34 -0.209
C 0.70 0.56 -3.26 0.067
C 0.13 1.13 -4.48 -0.127
C 0.79 0.87 -5.66 -0.245
N -0.02 0.71 -2.07 -0.541
C -1.17 1.36 -2.06 0.176
C -2.23 0.91 -1.22 0.099
C -3.57 1.33 -1.35 -0.160
C -4.49 0.85 -0.47 -0.116
C -4.12 -0.19 0.40 -0.171
C -2.80 -0.64 0.41 0.105
N -1.87 -0.06 -0.34 -0.552
H 3.25 -1.25 -4.59 0.249
H 2.09 -0.96 -2.50 0.222
H -0.77 1.72 -4.40 0.212
H 0.41 1.25 -6.59 0.257
H -1.28 2.20 -2.67 0.226
H -3.78 2.21 -1.99 0.257
H -5.53 1.18 -0.55 0.268
H -4.84 -0.63 1.16 0.284
H -2.46 -1.50 0.93 0.233
C 0.24 -2.23 0.71 -0.638
C 1.02 -2.99 -0.24 -0.035
C 0.39 -3.52 -1.41 -0.237
C 1.12 -4.15 -2.42 -0.194
C 2.52 -4.18 -2.29 -0.184
C 3.15 -3.74 -1.08 -0.211
C 2.43 -3.15 -0.09 -0.266
H 0.65 -2.28 1.70 0.273
H -0.83 -2.32 0.64 0.224
H -0.67 -3.60 -1.44 0.219
H 0.70 -4.67 -3.28 0.246
H 3.15 -4.53 -3.07 0.230
H 4.22 -3.87 -1.11 0.236
H 2.97 -2.98 0.89 0.237
```

No. 3
The following is a quantum chemistry calculation of a structure of composition C35H37CoN2OPS, from the OMol25 dataset.

- highest occupied orbital energy (alpha / beta) (eV) = -10.702 / -10.702
- frontier orbital gap (alpha / beta) (Eh) = 0.2667 / 0.2668
- net charge = +1

Geometry as XYZ:
```
78
Properties=species:S:1:pos:R:3:lowdin_charge:R:1
Co -0.58 -0.27 -0.98 0.055
S -1.26 -2.37 -1.29 0.802
C 0.07 -2.30 -2.41 -0.680
C 0.58 -3.29 -3.25 -0.055
C 1.68 -2.98 -4.02 -0.041
C 2.27 -1.72 -3.94 -0.049
C 1.71 -0.79 -3.09 -0.121
N 0.63 -1.07 -2.35 -0.062
H 0.10 -4.26 -3.28 0.118
H 2.10 -3.73 -4.68 0.118
H 3.14 -1.46 -4.53 0.111
H 2.11 0.22 -3.00 0.117
C -0.74 2.14 -4.10 -0.043
C -1.74 2.20 -2.95 -0.358
C -2.50 0.89 -2.86 -0.049
C -1.09 2.56 -1.61 -0.231
C -0.33 3.88 -1.61 -0.035
O 1.01 3.54 -1.15 0.044
C 1.04 2.22 -0.97 -0.303
N -0.05 1.59 -1.19 0.081
C 2.31 1.66 -0.47 -0.128
C 3.45 2.45 -0.61 0.008
C 4.67 2.01 -0.11 -0.037
C 4.74 0.80 0.55 -0.035
C 3.60 0.01 0.69 -0.065
C 2.38 0.42 0.17 -0.238
P 0.91 -0.60 0.55 1.134
C 1.48 -2.32 0.58 -0.360
C 2.52 -2.76 -0.23 -0.100
C 2.86 -4.11 -0.24 -0.058
C 2.16 -5.01 0.55 -0.055
C 1.11 -4.57 1.34 -0.053
C 0.76 -3.24 1.35 -0.119
C 0.61 -0.06 2.25 -0.308
C 0.11 1.23 2.44 -0.093
C 0.01 1.75 3.72 -0.068
C 0.40 0.99 4.82 -0.063
C 0.91 -0.28 4.63 -0.059
C 1.03 -0.81 3.35 -0.071
H -1.27 1.99 -5.04 0.092
H -0.06 1.30 -3.98 0.064
H -0.15 3.05 -4.21 0.077
H -2.46 3.00 -3.15 0.152
H -1.83 0.02 -2.75 0.043
H -3.04 0.68 -3.78 0.101
H -3.20 0.86 -2.02 0.083
H -1.86 2.53 -0.83 0.142
H -0.73 4.63 -0.94 0.138
H -0.22 4.31 -2.61 0.122
H 3.38 3.41 -1.10 0.126
H 5.55 2.63 -0.22 0.118
H 5.68 0.46 0.97 0.118
H 3.67 -0.92 1.24 0.114
H 3.07 -2.07 -0.85 0.103
H 3.67 -4.45 -0.87 0.113
H 2.43 -6.06 0.54 0.112
H 0.54 -5.28 1.93 0.115
H -0.09 -2.91 1.94 0.116
H -0.22 1.81 1.59 0.099
H -0.38 2.75 3.86 0.111
H 0.31 1.40 5.81 0.112
H 1.22 -0.87 5.48 0.112
H 1.46 -1.79 3.22 0.098
C -5.17 0.00 1.51 -0.048
C -3.83 0.44 2.11 -0.622
C -3.51 -0.41 3.34 -0.041
C -3.91 1.92 2.51 -0.046
C -2.76 0.25 1.11 -0.086
C -1.88 0.08 0.30 -0.141
H -5.97 0.14 2.23 0.088
H -5.14 -1.05 1.22 0.088
H -5.41 0.59 0.62 0.084
H -4.29 -0.29 4.10 0.089
H -2.55 -0.11 3.78 0.073
H -3.45 -1.47 3.07 0.088
H -4.67 2.06 3.27 0.089
H -4.16 2.54 1.65 0.084
H -2.95 2.26 2.91 0.069
```

No. 4
The following is a quantum chemistry calculation of an isolated molecule of C2H6OS2 at a distorted geometry, from the OMol25 dataset.

- highest occupied orbital energy (eV) = -9.154
- frontier orbital gap (Eh) = 0.3545

Geometry as XYZ:
```
11
Properties=species:S:1:pos:R:3:nbo_charge:R:1
C -2.15 0.52 0.12 -0.745
C 1.96 -0.81 -0.09 -0.836
H -3.01 0.22 -0.49 0.236
H -2.49 0.65 1.16 0.220
H -1.66 1.41 -0.25 0.247
H 1.72 -1.12 -1.10 0.246
H 2.95 -0.29 -0.01 0.246
H 2.02 -1.70 0.61 0.239
O 0.83 1.55 -0.42 -0.949
S -0.92 -0.82 -0.06 -0.028
S 0.74 0.39 0.52 1.124
```

No. 5
The following is a quantum chemistry calculation of a structure of composition C28H46F6GaOP2 at a distorted geometry, from the OMol25 dataset.

- highest occupied orbital energy (alpha / beta) (eV) = -9.753 / -9.753
- frontier orbital gap (alpha / beta) (Eh) = 0.1539 / 0.1556
- net charge = +1

Geometry as XYZ:
```
84
Properties=species:S:1:pos:R:3:lowdin_charge:R:1
Ga 1.26 2.02 1.24 0.890
C 2.41 -3.60 0.47 -0.102
C 1.43 -3.80 -0.54 -0.109
C 3.00 -2.31 -1.32 -0.119
C 3.39 -2.72 -0.03 -0.103
C 1.83 -3.05 -1.68 -0.125
C 2.43 -4.19 1.82 0.013
H 1.56 -4.83 1.98 0.079
H 2.42 -3.41 2.61 0.092
H 3.33 -4.81 2.00 0.114
C 4.61 -2.32 0.68 0.024
H 4.37 -1.55 1.40 0.073
H 5.37 -1.90 0.00 0.105
H 5.04 -3.16 1.23 0.111
C 3.72 -1.37 -2.20 0.004
H 4.76 -1.70 -2.36 0.108
H 3.77 -0.37 -1.76 0.109
H 3.24 -1.29 -3.18 0.081
C 1.13 -3.06 -2.97 0.003
H 1.19 -4.04 -3.47 0.116
H 1.55 -2.31 -3.64 0.085
H 0.06 -2.84 -2.84 0.066
C 0.28 -4.70 -0.48 0.008
H 0.28 -5.42 -1.31 0.115
H -0.65 -4.14 -0.55 0.063
H 0.24 -5.27 0.46 0.092
C -1.13 -1.29 1.81 -0.089
C -1.45 -2.59 1.85 -0.103
C -2.57 -3.25 1.11 -0.193
C -3.11 -2.57 -0.17 -0.183
C -2.12 -2.31 -1.26 -0.141
C -1.42 -1.20 -1.48 -0.102
C -1.00 -0.15 -0.47 -0.204
C -1.66 -0.19 0.94 -0.214
H -3.44 -3.36 1.76 0.123
H -3.62 -1.63 0.08 0.104
H -2.24 -4.28 0.90 0.097
H -2.75 -0.19 0.84 0.083
H -0.40 -0.92 2.54 0.081
H -0.83 -3.27 2.46 0.107
H -1.38 0.76 1.45 0.072
H 0.11 -0.17 -0.33 0.078
H -0.97 -1.04 -2.49 0.109
H -1.20 0.84 -0.91 0.061
H -3.87 -3.26 -0.58 0.124
H -2.05 -3.13 -1.99 0.108
P -2.41 3.44 -0.56 0.795
P -1.81 4.27 -3.30 0.779
C -3.55 4.80 -1.22 -0.431
C -3.03 5.44 -2.49 -0.459
H -3.69 5.54 -0.42 0.074
H -4.54 4.36 -1.42 0.068
H -3.86 5.64 -3.20 0.072
H -2.54 6.40 -2.29 0.077
C -1.56 5.39 -4.77 -0.341
H -1.08 4.81 -5.57 0.030
H -0.93 6.24 -4.49 0.031
H -2.53 5.76 -5.15 0.038
C -3.15 3.29 -4.17 -0.310
H -3.96 3.96 -4.51 0.042
H -3.57 2.52 -3.51 0.021
H -2.69 2.83 -5.06 0.033
C -1.91 4.33 0.97 -0.327
H -1.33 3.65 1.61 -0.027
H -2.80 4.70 1.49 0.042
H -1.27 5.17 0.67 0.046
C -3.91 2.48 -0.03 -0.291
H -4.58 2.37 -0.90 0.038
H -4.44 3.03 0.76 0.050
H -3.63 1.48 0.32 -0.006
C 3.14 1.97 4.30 0.010
C 3.00 0.71 3.47 -0.454
O 2.63 0.78 2.10 -0.377
C 4.34 -0.10 3.61 -0.474
F 4.89 -0.01 4.87 0.129
F 4.18 -1.45 3.37 0.100
F 5.27 0.36 2.72 0.136
C 1.97 -0.18 4.21 -0.491
F 2.37 -0.52 5.49 0.138
F 0.78 0.50 4.31 0.109
F 1.70 -1.35 3.55 0.104
H 4.04 2.53 4.00 0.113
H 3.29 1.63 5.34 0.105
H 2.23 2.59 4.26 0.097
```

No. 6
The following is a quantum chemistry calculation of an isolated molecule of C4H6O3S at a distorted geometry, from the OMol25 dataset.

- highest occupied orbital energy (eV) = -10.032
- frontier orbital gap (Eh) = 0.3269

Geometry as XYZ:
```
14
Properties=species:S:1:pos:R:3:nbo_charge:R:1
C 1.55 1.03 -0.90 0.763
C 0.41 0.04 -1.06 -0.534
C -0.46 0.12 0.25 -0.343
C -1.47 -0.93 0.36 -0.649
O 1.75 1.81 -1.77 -0.574
O 0.53 0.45 2.65 -0.819
O 2.15 0.93 0.25 -0.653
S 0.94 -0.28 1.46 1.413
H -0.27 0.28 -1.92 0.249
H 0.87 -0.99 -0.96 0.214
H -0.70 1.12 0.54 0.245
H -2.21 -0.61 1.08 0.234
H -1.15 -1.95 0.56 0.226
H -1.95 -1.02 -0.54 0.228
```

These records have relative energy (zero: lowest compared OMol25 entry of this formula, charge and spin) values of 103.3 36.9 7.3 6.0 7.1 44.8 kcal per mole, in the order they appear.
These records have calculated total energy values of -65988.05489 -121006.41093 -99669.19603 -25888.43525 -119079.44454 -21221.04311 eV, in the order they appear.